# C2H4N6

The molecule C2H4N6 (ωB97M-V/def2-TZVPD, the OMol25 dataset).

Last column: Mulliken charge in e.
Geometry (Å):
1 H -0.907138 -0.891669 -2.134133  0.346
2 N -1.887405 -0.849637 -1.661409  -0.523
3 C -1.736489 -0.737948 -0.380779  -0.034
4 N -0.378086 -0.542083 0.420137  0.108
5 N -0.731744 0.311392 1.612030  -0.251
6 N 0.401007 1.051545 2.022375  -0.403
7 N 1.324241 0.786327 1.233201  0.223
8 C 0.772292 0.001344 0.047963  0.320
9 N 1.263842 -0.104958 -1.208049  -0.651
10 H 2.091876 0.549308 -1.606010  0.223
11 H -2.497131 -0.479614 0.356559  0.399
12 H 2.284734 0.905994 1.298116  0.243

Atomic forces in eV per Å
-1.850 0.088 0.990
2.661 -0.105 2.839
1.892 1.287 -2.198
-2.541 2.241 2.378
3.422 1.928 1.653
-7.155 -3.210 0.504
-0.836 -3.166 -5.954
4.625 0.890 -4.880
0.470 1.728 2.093
-2.409 -1.939 2.219
-0.064 -0.625 -0.308
1.785 0.883 0.665

Output
SMILES string = [H]/N=C\n1nn[nH]/c1=N\[H]
HOMO level = -8.920 eV
LUMO = 0.335 eV
Charge = 0